No. 1
{"formula": "C18H25ClN2O15", "method": "ωB97M-V/def2-TZVPD", "homo_ev": -7.16, "total_charge": 0, "lumo_ev": -1.51, "homo_lumo_gap_ha": 0.20751, "elements": ["C", "N", "C", "C", "C", "C", "O", "H", "H", "H", "H", "H", "H", "H", "H", "H", "H", "H", "H", "H", "H", "Cl", "O", "O", "O", "O", "C", "N", "O", "O", "H", "H", "H", "C", "C", "C", "O", "C", "C", "C", "O", "O", "O", "H", "H", "H", "H", "C", "C", "C", "O", "C", "C", "C", "O", "O", "O", "H", "H", "H", "H"], "coordinates": [[0.5738, -0.1807, 8.2221], [-0.3931, -0.7704, 7.2150], [0.4250, -1.6946, 6.2869], [-1.4202, -1.7005, 7.9593], [-1.3304, 0.2520, 6.5400], [-1.8847, 1.3377, 7.4311], [-0.8937, 2.2543, 7.9101], [1.1508, 0.4145, 7.5144], [1.2108, -1.0199, 8.5013], [0.2952, 0.4046, 9.0985], [1.0710, -2.3429, 6.8790], [1.0836, -1.0277, 5.7305], [-0.2127, -2.2796, 5.6242], [-2.0091, -2.0906, 7.1292], [-2.0906, -1.0937, 8.5680], [-0.8511, -2.4162, 8.5526], [-2.0910, -0.2859, 5.9740], [-0.8333, 0.8498, 5.7761], [-2.4535, 0.8505, 8.2231], [-2.5784, 1.9240, 6.8285], [-1.3795, 2.8933, 8.4366], [-0.4614, -1.0351, -1.5675], [-1.1018, -0.2332, -0.5762], [1.0061, -0.9946, -1.4080], [-0.8957, -2.3322, -1.3841], [-0.8238, -0.5658, -2.8224], [5.0768, 1.5667, -5.8759], [5.9310, 2.5245, -6.6146], [6.4522, 2.1102, -7.6868], [6.0053, 3.6523, -6.2033], [4.2246, 2.0771, -5.4271], [5.5460, 1.0258, -5.0541], [4.6484, 0.9050, -6.6287], [5.8270, 6.5668, 1.1544], [5.6085, 7.4111, 2.2271], [4.9751, 6.9465, 3.5261], [4.4416, 7.5939, 4.3541], [4.7661, 5.4715, 3.5629], [4.9758, 4.7165, 2.4913], [5.5506, 5.1625, 1.2076], [5.8011, 4.4848, 0.2426], [4.7376, 3.3605, 2.5983], [5.8062, 8.7991, 2.0445], [6.2875, 6.9654, 0.2625], [4.3961, 5.0675, 4.4936], [4.5534, 2.8694, 1.7943], [5.6283, 9.3148, 2.8345], [-7.1994, -5.1028, -10.3384], [-7.3942, -6.3062, -10.9362], [-7.0294, -7.6053, -10.2822], [-7.3443, -8.7929, -10.6647], [-6.1275, -7.3870, -9.1188], [-6.0489, -6.1851, -8.4668], [-6.5680, -4.9014, -9.0082], [-6.4914, -3.8437, -8.4509], [-5.3084, -6.0953, -7.3940], [-7.8392, -6.4315, -12.2391], [-7.5896, -4.2652, -10.8975], [-5.6779, -8.3177, -8.8057], [-5.4180, -5.2133, -7.0311], [-8.3153, -7.2619, -12.3120]]}


No. 2
{"formula": "C31H51ClO7S", "method": "ωB97M-V/def2-TZVPD", "homo_ev": -8.92, "total_charge": 0, "lumo_ev": -0.41, "homo_lumo_gap_ha": 0.31288, "elements": ["C", "C", "C", "Cl", "C", "C", "C", "C", "C", "C", "C", "C", "O", "C", "C", "C", "C", "O", "O", "C", "S", "C", "C", "C", "O", "C", "C", "O", "C", "C", "C", "O", "C", "C", "C", "C", "C", "C", "O", "C", "H", "H", "H", "H", "H", "H", "H", "H", "H", "H", "H", "H", "H", "H", "H", "H", "H", "H", "H", "H", "H", "H", "H", "H", "H", "H", "H", "H", "H", "H", "H", "H", "H", "H", "H", "H", "H", "H", "H", "H", "H", "H", "H", "H", "H", "H", "H", "H", "H", "H", "H"], "coordinates": [[1.8007, -1.8858, -3.5797], [1.4063, -0.9447, -2.2983], [0.3803, -1.8582, -1.4187], [-1.3248, -1.7934, -2.1156], [0.4420, -1.4782, 0.1789], [-0.9813, -1.6035, 0.9110], [-1.5774, -3.0947, 0.9883], [-3.1859, -3.1183, 0.7688], [-3.6655, -4.3458, -0.1753], [-4.5958, -3.8149, -1.4018], [-6.1198, -3.5507, -0.9762], [-6.4710, -2.0185, -0.6451], [-5.7108, -1.0500, -1.4162], [-5.5081, 0.0831, -0.5057], [1.2988, -2.7358, 0.8062], [2.8858, -2.5276, 0.7089], [3.5035, -3.9840, 0.2983], [3.5048, -2.1782, 1.9756], [1.2422, -0.3421, 0.4871], [0.6418, 0.9494, 0.5266], [-0.6295, 1.3663, -0.7523], [1.8797, 1.9686, 0.1825], [3.1519, 1.7496, 1.1278], [4.4263, 2.5804, 0.5373], [5.4701, 1.6146, 0.1483], [6.0169, 2.0705, -1.1003], [6.0572, 1.1310, -2.4157], [6.5226, 3.2182, -1.2309], [0.2165, 1.2819, 2.0454], [0.2298, 2.8175, 2.4712], [-0.8504, 3.7346, 1.6909], [-2.0572, 3.5594, 2.0108], [-0.4915, 4.7979, 0.5733], [0.8111, 5.6244, 0.4723], [0.9306, 6.6404, -0.6951], [-0.1522, 6.8729, -1.7827], [-1.4444, 6.0254, -1.6977], [-1.5784, 5.0141, -0.5413], [0.9639, 0.4576, 3.0004], [0.1742, 0.1956, 4.1826], [2.7584, -2.4450, -3.2437], [1.0184, -2.7141, -3.7603], [2.0469, -1.2836, -4.5143], [0.8983, -0.0156, -2.7269], [2.3883, -0.7426, -1.7604], [0.7436, -2.9387, -1.6067], [-1.8010, -0.9342, 0.4894], [-0.8210, -1.2707, 2.0084], [-1.1483, -3.8152, 0.2048], [-1.3675, -3.5446, 2.0182], [-3.5329, -2.1604, 0.2190], [-3.7316, -3.1244, 1.7883], [-4.2972, -5.0797, 0.4393], [-2.7869, -4.8912, -0.6701], [-4.0970, -2.9360, -1.9444], [-4.6050, -4.6845, -2.1601], [-6.8384, -3.8766, -1.8167], [-6.3468, -4.2100, -0.0546], [-6.3950, -1.8237, 0.4851], [-7.5793, -1.8642, -0.9358], [-6.5403, 0.3907, -0.0793], [-5.0772, 0.9850, -1.0586], [-4.8411, -0.2801, 0.3627], [1.0344, -2.7176, 1.9332], [0.9984, -3.7362, 0.3583], [3.2365, -1.8140, -0.1060], [3.2880, -4.0936, -0.8338], [4.6303, -4.0479, 0.4563], [2.9421, -4.8420, 0.8311], [3.7956, -3.0438, 2.3554], [-1.8583, 1.3243, -0.0998], [1.5364, 3.0493, 0.0704], [2.2150, 1.6390, -0.8784], [3.5034, 0.6478, 1.1323], [2.9999, 2.0305, 2.2214], [4.0583, 3.0976, -0.4148], [4.7991, 3.3878, 1.2493], [5.7642, 0.0834, -2.0591], [7.1416, 1.0905, -2.7772], [5.3788, 1.5407, -3.2427], [-0.8806, 0.9204, 2.1558], [1.2784, 3.3035, 2.4979], [-0.1189, 2.8499, 3.5746], [1.6125, 5.4539, 1.2599], [1.8735, 7.2774, -0.7709], [-0.0716, 7.6392, -2.6168], [-2.3198, 6.1095, -2.4352], [-2.5470, 4.4008, -0.4954], [-0.8798, -0.1926, 3.9800], [0.2132, 1.1184, 4.8634], [0.7162, -0.6455, 4.7635]]}


No. 3
{"formula": "C5H27NO9", "method": "ωB97M-V/def2-TZVPD", "homo_ev": -9.01, "smiles": "OC[C@@H]1CCCN1.O.O.O.O.O.O.O.O", "total_charge": 0, "lumo_ev": 0.13, "de_lowest_kcal_mol": 34.6, "homo_lumo_gap_ha": 0.33612, "elements": ["N", "C", "C", "C", "C", "C", "O", "H", "H", "H", "H", "H", "H", "H", "H", "H", "H", "H", "H", "H", "O", "H", "H", "O", "H", "H", "O", "H", "H", "O", "H", "H", "O", "H", "H", "O", "H", "H", "O", "H", "H", "O"], "coordinates": [[0.7922, -1.5106, -0.1720], [2.0039, -2.1792, 0.4018], [3.2512, -1.6586, -0.2819], [2.6712, -1.0829, -1.5898], [1.2890, -0.6105, -1.2480], [0.3664, -0.5721, -2.4612], [-0.6523, 0.4277, -2.3204], [0.2474, -0.9564, 0.4698], [1.8737, -3.2299, 0.0781], [2.0497, -2.1555, 1.4838], [3.8310, -2.5305, -0.6298], [3.9037, -0.9787, 0.2306], [3.3304, -0.3535, -2.0572], [2.5670, -1.9554, -2.2806], [1.3942, 0.4346, -0.8709], [0.9909, -0.1940, -3.2649], [-0.0866, -1.4794, -2.8083], [-1.3334, 0.1153, -1.7142], [2.6202, 2.8187, -0.1302], [1.0040, 2.9827, -0.4036], [1.7543, 2.9916, 0.2340], [-0.6555, 1.1496, 2.4967], [0.0895, 0.1210, 3.4715], [-0.4049, 0.1905, 2.6546], [-1.0634, 3.4527, -0.7424], [-0.8152, 2.2503, -1.7245], [-0.4579, 3.1117, -1.4093], [-4.7157, 0.3207, 0.0274], [-3.4005, -0.2967, 0.1474], [-3.8173, 0.4700, -0.2975], [-3.0323, 2.6882, 1.6999], [-3.0480, 1.8096, 0.4596], [-2.5870, 2.5893, 0.8499], [-1.8415, -0.8734, 2.3850], [-3.2598, -1.1928, 2.9323], [-2.7492, -1.1282, 2.1199], [0.2731, -3.8915, -0.5340], [-1.1016, -3.4290, -0.0663], [-0.5688, -4.2227, -0.2110], [0.5233, 2.9406, 1.5321], [-0.9820, 2.8943, 1.4502], [-0.2532, 2.7227, 2.0932]]}


No. 4
{"formula": "C9H11FN2", "method": "ωB97M-V/def2-TZVPD", "homo_ev": -8.32, "smiles": "C=C(C)/C=C\\c1nccn1CF", "total_charge": 0, "lumo_ev": 0.55, "de_lowest_kcal_mol": 17.2, "homo_lumo_gap_ha": 0.32630, "elements": ["C", "C", "C", "C", "C", "C", "C", "C", "C", "N", "N", "F", "H", "H", "H", "H", "H", "H", "H", "H", "H", "H", "H"], "coordinates": [[3.2944, 0.5096, 0.4879], [2.7400, -0.6586, 0.7924], [1.3287, 0.6224, -0.3765], [0.3461, 1.0123, -1.3716], [-0.9803, 0.8838, -1.2585], [0.5250, -1.6957, 0.2321], [-1.6706, 0.4840, -0.0336], [-1.3650, 1.1411, 1.0855], [-2.9747, -0.2488, -0.2640], [2.4215, 1.2930, -0.2066], [1.4041, -0.5915, 0.3289], [0.3139, -2.2060, -1.0585], [4.2633, 0.7582, 0.7686], [3.1099, -1.5635, 1.1865], [0.7088, 1.4746, -2.1555], [-1.5880, 1.1678, -2.0037], [-0.5377, -1.4443, 0.6104], [-1.9761, 1.0450, 1.9171], [-0.5318, 1.6542, 1.2911], [0.9665, -2.4384, 0.8927], [-2.8819, -0.8144, -1.2052], [-3.6570, 0.5281, -0.1416], [-3.2590, -0.9127, 0.4822]]}


No. 5
{"formula": "C2H2S", "method": "ωB97M-V/def2-TZVPD", "homo_ev": -9.15, "smiles": "C#CS", "total_charge": 0, "lumo_ev": 0.51, "de_lowest_kcal_mol": 23.6, "homo_lumo_gap_ha": 0.35479, "elements": ["C", "C", "S", "H", "H"], "coordinates": [[0.4259, 0.0932, 1.2972], [-0.0787, 0.0661, 0.1657], [-0.7956, 0.3475, -1.3760], [0.9256, 0.2006, 2.2229], [-0.4772, -0.7074, -2.3098]]}


No. 6
{"formula": "C3H2S2", "method": "ωB97M-V/def2-TZVPD", "homo_ev": [-8.82, -8.82], "total_charge": 0, "lumo_ev": [-1.67, -1.67], "de_lowest_kcal_mol": 66.6, "homo_lumo_gap_ha": [0.26277, 0.26289], "elements": ["C", "C", "C", "S", "S", "H", "H"], "coordinates": [[0.1810, 0.2002, 0.7628], [-0.5993, 0.2949, -0.4782], [0.6223, -0.7793, -0.3151], [-0.8990, -1.3885, -0.8587], [-0.0976, 1.1206, -1.8533], [0.8970, 0.9287, 0.9783], [-0.1045, -0.3765, 1.7642]]}